1:
{
  "formula": "C5H9IO",
  "method": "wB97M-V/def2-TZVPD",
  "symbols": ["I", "O", "C", "C", "C", "C", "C", "H", "H", "H", "H", "H", "H", "H", "H", "H"],
  "xyz": [[-2.65, -0.02, 0.30], [0.93, 1.90, -1.42], [-0.42, 1.79, -0.88], [-0.49, 0.62, 0.28], [-0.51, -2.24, -0.21], [-0.07, 1.30, 1.55], [-0.10, -3.21, -0.90], [-1.16, 1.65, -1.66], [-0.54, 2.67, -0.38], [0.00, -0.41, 0.25], [-0.62, -4.18, -1.20], [1.55, 1.47, -0.83], [0.99, 1.75, 1.37], [0.91, -3.31, -1.23], [0.02, 0.66, 2.41], [-0.79, 2.07, 1.85]],
  "gap_ev": 8.28,
  "homo_ha": -0.3288,
  "e_lumo_ev": -0.7,
  "total_charge": 0
}

=====

2:
{
  "formula": "C5H9IO",
  "method": "wB97M-V/def2-TZVPD",
  "symbols": ["I", "O", "C", "C", "C", "C", "C", "H", "H", "H", "H", "H", "H", "H", "H", "H"],
  "xyz": [[-3.46, -0.12, 0.16], [0.50, 1.02, -0.60], [-0.77, 1.40, -0.92], [0.29, -0.23, -0.02], [0.01, -1.51, -0.72], [-1.55, 0.72, 0.26], [1.34, -0.35, 1.17], [0.17, -2.29, -0.03], [-1.09, -1.62, -1.15], [0.71, -1.72, -1.50], [2.09, 0.38, 0.92], [-1.28, 1.39, 1.16], [-1.12, 0.83, -1.72], [-0.85, 2.42, -1.15], [0.81, 0.15, 2.09], [1.78, -1.37, 1.28]],
  "gap_ev": 8.86,
  "homo_ha": -0.3043,
  "e_lumo_ev": 0.6,
  "total_charge": 0
}

=====

Energy ordering: 2 at the bottom, the next structure 43.5 kcal/mol above.

=====

1:
{
  "formula": "C4H3NS2",
  "method": "wB97M-V/def2-TZVPD",
  "symbols": ["S", "S", "N", "C", "C", "C", "C", "H", "H", "H"],
  "xyz": [[0.98, 1.41, -1.80], [-1.39, -0.69, 2.22], [-0.35, -1.78, -2.49], [0.49, 0.06, 0.55], [-0.76, 0.45, 1.26], [0.30, 0.24, -0.90], [-0.03, -0.86, -1.82], [1.28, 0.67, 0.74], [0.63, -0.99, 0.95], [-1.15, 1.49, 1.29]],
  "gap_ev": 7.38,
  "smiles": "N#CC(=S)CC=S",
  "homo_ha": -0.3444,
  "e_lumo_ev": -2.0,
  "total_charge": 0
}

=====

2:
{
  "formula": "C4H3NS2",
  "method": "wB97M-V/def2-TZVPD",
  "symbols": ["S", "S", "N", "C", "C", "C", "C", "H", "H", "H"],
  "xyz": [[2.24, 0.49, -2.32], [-0.31, -3.13, -0.06], [-0.14, -1.59, -0.03], [1.15, 0.87, -1.24], [-0.96, -0.75, 0.60], [0.42, 1.18, -0.19], [-0.59, 0.57, 0.60], [0.92, 2.12, 0.23], [-1.13, 1.46, 1.07], [-1.60, -1.23, 1.34]],
  "gap_ev": [6.39, 6.39],
  "smiles": "S=C=C/C=C\\N=S",
  "homo_ha": [-0.2956, -0.2955],
  "e_lumo_ev": [-1.6, -1.6],
  "total_charge": 0
}

=====

Energy ordering: 1 at the bottom, the next structure 26.5 kcal/mol above.

=====

1:
{
  "formula": "C21H26N2O4S",
  "method": "wB97M-V/def2-TZVPD",
  "symbols": ["S", "O", "O", "O", "O", "N", "N", "C", "C", "C", "C", "C", "C", "C", "C", "C", "C", "C", "C", "C", "C", "C", "C", "C", "C", "C", "C", "C", "H", "H", "H", "H", "H", "H", "H", "H", "H", "H", "H", "H", "H", "H", "H", "H", "H", "H", "H", "H", "H", "H", "H", "H", "H", "H"],
  "xyz": [[3.16, -2.92, 0.45], [3.29, 2.19, 1.41], [-1.48, 2.62, -1.24], [-3.84, -0.89, 0.84], [5.86, -0.92, -1.44], [-2.59, 1.54, 0.41], [4.47, -0.66, 0.33], [-1.49, 1.81, -0.33], [-4.98, -0.31, 0.24], [-0.28, 1.02, 0.05], [2.04, -0.40, 0.65], [2.55, 3.18, 0.88], [-3.91, 1.99, 0.02], [1.80, 0.04, -0.65], [-0.05, 0.57, 1.35], [3.94, 2.47, -0.70], [5.04, 0.61, 0.75], [4.94, -1.31, -0.75], [1.10, -0.13, 1.64], [4.14, 1.76, 0.45], [3.29, -1.15, 0.99], [-4.68, 0.87, -0.69], [2.90, 3.40, -0.41], [-4.21, -3.27, 0.36], [-3.27, -2.06, 0.26], [4.21, -2.62, -0.99], [-2.77, -1.87, -1.17], [0.66, 0.76, -0.94], [2.48, 4.11, -1.08], [4.46, 2.35, -1.62], [2.52, -0.16, -1.43], [1.29, -0.47, 2.65], [-2.60, 0.71, 0.99], [-3.60, -1.75, -1.86], [-4.45, 2.31, 0.91], [5.98, 0.71, 0.20], [5.23, 0.57, 1.83], [3.60, -2.56, -1.90], [4.92, -3.44, -1.10], [-5.60, 0.04, 1.07], [-2.41, -2.24, 0.91], [0.48, 1.12, -1.94], [-4.10, 0.54, -1.55], [-5.56, -1.06, -0.31], [-3.77, 2.84, -0.65], [-4.63, -3.34, 1.36], [-2.12, -1.00, -1.23], [-5.02, -3.20, -0.36], [-0.75, 0.79, 2.14], [3.45, -1.17, 2.08], [1.82, 3.64, 1.51], [-3.65, -4.18, 0.15], [-5.63, 1.27, -1.05], [-2.20, -2.74, -1.47]],
  "gap_ev": 9.02,
  "smiles": "CC(C)OCCCNC(=O)c1ccc([C@H]2SCC(=O)N2Cc2ccco2)cc1",
  "homo_ha": -0.3112,
  "e_lumo_ev": 0.6,
  "total_charge": 0
}

=====

2:
{
  "formula": "C21H26N2O4S",
  "method": "wB97M-V/def2-TZVPD",
  "symbols": ["S", "O", "O", "O", "O", "N", "N", "C", "C", "C", "C", "C", "C", "C", "C", "C", "C", "C", "C", "C", "C", "C", "C", "C", "C", "C", "C", "C", "H", "H", "H", "H", "H", "H", "H", "H", "H", "H", "H", "H", "H", "H", "H", "H", "H", "H", "H", "H", "H", "H", "H", "H", "H", "H"],
  "xyz": [[3.08, 0.89, 0.19], [-0.88, 1.85, 1.80], [2.90, 1.45, 1.49], [-0.69, 2.28, -0.39], [3.60, 1.72, -0.87], [4.74, -2.50, 1.54], [1.63, 0.30, -0.31], [-3.14, -2.52, 0.26], [0.07, 0.16, -2.15], [4.93, -0.93, -0.74], [-0.53, 3.68, -0.12], [-3.91, 1.13, 0.94], [-5.39, -2.06, -0.42], [-2.96, -1.20, 0.67], [5.66, -2.11, -0.63], [-5.22, -0.75, -0.01], [-4.03, -0.30, 0.53], [1.49, -0.16, -1.67], [4.05, -1.37, 1.44], [-0.71, -0.01, 0.30], [5.51, -2.86, 0.53], [0.76, -0.36, 0.62], [-0.98, -0.36, -1.17], [-4.34, -2.95, -0.28], [0.94, 4.00, 0.15], [4.12, -0.56, 0.32], [-1.63, -0.81, 1.25], [-0.79, 1.48, 0.66], [-3.41, 1.24, 1.90], [-0.09, -0.30, -3.13], [-1.14, 3.95, 0.75], [-0.89, 4.19, -1.01], [2.23, 0.36, -2.27], [-1.77, -0.22, 2.16], [-3.33, 1.69, 0.20], [-4.89, 1.59, 1.01], [-1.96, 0.02, -1.46], [-1.01, -1.45, -1.24], [1.56, 3.70, -0.69], [6.05, -3.78, 0.67], [0.91, -1.45, 0.58], [-4.45, -3.98, -0.59], [3.44, -1.09, 2.28], [4.99, -0.29, -1.61], [1.05, 5.07, 0.30], [-1.11, -1.73, 1.54], [-6.33, -2.38, -0.84], [1.67, -1.25, -1.72], [1.02, 0.00, 1.62], [-2.33, -3.22, 0.37], [-6.05, -0.06, -0.11], [6.31, -2.44, -1.42], [-0.02, 1.24, -2.25], [1.29, 3.48, 1.03]],
  "gap_ev": 9.48,
  "smiles": "CCOC(=O)[C@@]1(Cc2ccccc2C)CCCN(S(=O)(=O)c2cccnc2)C1",
  "homo_ha": -0.3309,
  "e_lumo_ev": 0.5,
  "total_charge": 0
}

=====

Energy ordering: 1 at the bottom, the next structure 1.9 kcal/mol above.